# 1
Here is 6 unconnected molecules or ions with the total composition H11O5S from the OMol25 dataset. Energies are from ωB97M-V/def2-TZVPD.

Properties
- 2S+1 = 1
- total charge = -1
- gap between HOMO and LUMO (eV) = 7.0
- energy above the lowest of the compared OMol25 structures with the same formula, charge and spin (eV) = 1.1515
- E_HOMO (eV) = -3.91

Last column: Mulliken charge in e.
CARTESIAN COORDINATES (ANGSTROEM)
S -0.7268 1.6147 -1.1517  -0.8058
H -1.7237 0.9150 -1.7223  -0.0425
H -3.8619 0.9221 0.4858  0.3317
H -3.8330 1.3236 -0.9581  0.3027
O -4.3993 0.8780 -0.3203  -0.6439
H 3.6365 1.2878 1.2197  0.2978
H 3.8136 1.0904 -0.2347  0.4040
O 4.3463 1.1582 0.5778  -0.6763
H 0.4300 -0.8447 2.1651  0.2838
H -0.1165 -0.6393 0.7837  0.3209
O -0.3648 -1.0069 1.6466  -0.6236
H 1.4220 1.1760 -1.5561  0.1930
H 2.1882 -0.1301 -1.5539  0.2930
O 2.3302 0.8157 -1.4261  -0.6294
H 0.3201 -4.6784 1.8756  0.3081
H -0.8133 -4.0378 1.0038  0.3349
O -0.6173 -4.7032 1.6698  -0.6484

Forces on the atoms, in the same order (eV/Å):
-0.186 -0.061 0.170
0.213 -0.076 -0.099
-0.102 -0.098 -0.301
0.186 0.042 -0.099
0.034 0.073 0.400
0.254 0.020 0.067
0.020 0.005 -0.161
-0.355 0.007 0.096
-0.103 -0.029 0.142
-0.465 0.331 -0.119
0.455 -0.176 -0.145
-0.161 0.030 0.177
0.034 0.153 0.034
0.189 -0.276 -0.212
-0.043 0.340 -0.241
0.332 0.222 0.162
-0.301 -0.508 0.129

***

# 2
Here is a molecular structure, C33H27N8O4SSeTl from the OMol25 dataset. Energies are from ωB97M-V/def2-TZVPD.

Properties
- 2S+1 = 1
- total charge = 0
- gap between HOMO and LUMO (eV) = 6.3
- energy above the lowest of the compared OMol25 structures with the same formula, charge and spin (eV) = 1.1867
- E_HOMO (eV) = -7.73

Last column: Mulliken charge in e.
CARTESIAN COORDINATES (ANGSTROEM)
Tl 0.8959 0.1982 0.5533  1.0390
C 3.6990 -2.6232 2.5368  -1.2660
C 2.6989 -2.7946 1.4201  0.8286
O 1.5257 -2.9791 1.6635  -0.4578
C 3.2450 -2.6719 0.0380  -0.6197
C 2.5565 -2.6225 -1.1127  0.7678
C 3.2440 -2.5437 -2.4451  -1.2598
N 1.1487 -2.8860 -1.0589  -0.2117
N 0.3302 -2.4761 -1.8782  0.0088
C 0.4917 -1.2894 -2.6948  0.4108
O 1.0994 -0.3100 -2.3272  -0.6419
C -0.3494 -1.3113 -3.9124  0.3169
C -0.7894 -0.1037 -4.4438  -0.1168
C -1.5683 -0.1032 -5.5886  -0.8514
C -1.8857 -1.3027 -6.2123  -0.3658
C -1.4374 -2.5082 -5.6877  -0.7916
C -0.6807 -2.5151 -4.5279  -0.3462
H 3.6928 -1.5670 2.8246  0.2025
H 4.7143 -2.8883 2.2467  0.4221
H 3.3838 -3.2060 3.3996  0.3600
H 4.3223 -2.5850 -0.0371  0.2396
H 4.3202 -2.4941 -2.2956  0.4192
H 2.9428 -1.6737 -3.0220  0.2700
H 3.0195 -3.4352 -3.0352  0.3663
H -0.5215 0.8201 -3.9490  0.4343
H -1.9283 0.8324 -5.9955  0.4287
H -2.4893 -1.2989 -7.1108  0.3966
H -1.6892 -3.4405 -6.1752  0.4081
H -0.3538 -3.4509 -4.0922  0.4620
N 3.0084 1.7161 -0.5697  -0.3328
C 2.8174 3.1208 -0.2129  -0.5560
C 1.3306 3.4594 0.0318  0.6379
O 0.9256 4.5487 -0.3737  -0.7630
O 0.6438 2.5864 0.6630  -0.7144
H 3.9556 1.3931 -0.4291  0.1646
H 2.7527 1.5294 -1.5319  0.1390
H 3.2034 3.8176 -0.9592  0.3280
H 3.3424 3.3067 0.7274  0.2894
Se -7.5673 0.6756 0.1682  0.2105
N -6.4681 -0.6355 0.6871  -0.8784
C -5.2644 -0.2877 0.3283  1.1072
C -4.0817 -1.1104 0.5665  0.2899
C -4.1487 -2.3569 1.1874  -0.7327
C -2.9880 -3.0790 1.3619  -0.9630
C -1.7888 -2.5265 0.9118  -0.2932
N -1.7137 -1.3451 0.3244  0.1141
C -2.8340 -0.6398 0.1485  -0.0269
C -2.7040 0.6688 -0.5342  -0.3689
N -1.4752 1.0362 -0.9033  0.6043
C -1.3255 2.1843 -1.5424  -0.6116
C -2.3844 3.0415 -1.8369  -1.5405
C -3.6533 2.6725 -1.4503  -0.8831
C -3.8284 1.4560 -0.7896  0.3959
C -5.1385 0.9840 -0.3512  1.2086
N -6.2443 1.6491 -0.5362  -0.8715
H -5.1086 -2.7311 1.5182  0.5129
H -2.9968 -4.0521 1.8329  0.4781
H -0.8477 -3.0572 1.0282  0.4208
H -0.3147 2.4603 -1.8156  0.7846
H -2.1902 3.9850 -2.3265  0.5494
H -4.5135 3.3005 -1.6404  0.5220
S 1.4873 -0.4715 5.7546  -0.2643
C 0.8031 -0.5166 4.1602  -0.1820
N 0.7919 0.5904 3.5073  -0.0765
C 1.3491 1.6104 4.2682  -0.5966
C 1.4637 2.9382 3.8499  -0.2680
C 2.0423 3.8426 4.7145  -0.7460
C 2.4990 3.4463 5.9800  -0.4075
C 2.3801 2.1398 6.4076  -0.4756
C 1.7968 1.2215 5.5357  0.8286
H 0.4479 -1.4523 3.7471  0.4541
H 1.0876 3.2119 2.8713  0.4702
H 2.1405 4.8777 4.4147  0.4326
H 2.9479 4.1797 6.6373  0.3711
H 2.7256 1.8409 7.3882  0.3860

Forces on the atoms, in the same order (eV/Å):
-0.002 0.154 0.204
0.006 -0.038 0.024
0.019 0.006 -0.173
0.000 -0.001 0.038
0.045 0.186 0.097
-0.197 0.147 0.173
-0.004 -0.149 -0.011
0.407 -0.517 -0.425
-0.332 0.326 0.314
0.036 0.237 -0.241
0.016 -0.250 0.180
0.046 -0.114 -0.010
0.047 0.007 -0.067
0.000 0.023 0.007
0.002 -0.020 -0.010
0.006 0.013 0.000
-0.054 0.009 0.026
0.006 0.006 -0.021
-0.007 -0.019 0.000
0.002 0.013 0.013
-0.008 0.050 0.025
0.002 -0.033 -0.005
-0.028 0.037 0.032
-0.017 0.011 -0.003
-0.003 -0.009 0.012
0.003 -0.001 -0.004
-0.005 0.001 0.004
-0.002 0.001 -0.002
-0.016 0.000 0.006
-0.040 -0.223 0.023
-0.017 -0.018 -0.021
-0.052 0.081 -0.010
0.027 -0.041 -0.012
0.078 0.014 -0.028
0.050 0.120 -0.039
0.030 0.051 -0.022
-0.001 0.014 0.012
-0.010 0.007 0.002
0.090 -0.013 -0.004
-0.059 0.050 -0.021
0.029 -0.038 0.011
-0.009 0.010 0.008
0.023 -0.021 0.018
-0.053 0.061 -0.024
0.052 -0.096 0.033
-0.049 0.016 -0.017
0.000 -0.023 -0.016
-0.008 -0.136 0.003
0.072 0.042 -0.205
-0.040 0.084 0.095
-0.024 -0.006 0.039
0.047 -0.020 -0.016
-0.019 0.056 0.004
0.013 0.018 -0.006
-0.058 -0.023 0.024
-0.005 -0.002 -0.008
0.005 0.001 0.007
-0.025 0.026 -0.006
-0.004 0.015 0.029
-0.006 -0.008 -0.022
-0.003 0.001 0.001
0.013 0.026 0.014
0.077 -0.015 -0.040
-0.029 -0.093 0.063
-0.066 0.050 -0.051
-0.012 -0.024 0.025
-0.004 0.006 -0.012
0.000 0.002 -0.001
-0.007 -0.006 0.000
0.018 -0.012 0.012
-0.019 -0.009 -0.011
0.022 0.004 -0.014
0.002 0.000 0.005
0.000 -0.001 0.000
0.000 -0.001 0.000

***

# 3
Here is C11H10ClN3 in the gas phase in a non-equilibrium geometry from the OMol25 dataset. Energies are from ωB97M-V/def2-TZVPD.

Properties
- 2S+1 = 1
- total charge = 0
- gap between HOMO and LUMO (eV) = 7.0
- energy above the lowest of the compared OMol25 structures with the same formula, charge and spin (eV) = 3.9956
- E_HOMO (eV) = -7.27
- structure (SMILES) = CN1N=CC2=C(Cl)C=C[C@@H]3N=CC=C[C@]231

Last column: Mulliken charge in e.
CARTESIAN COORDINATES (ANGSTROEM)
C 2.5388 -0.7757 0.2396  -0.9038
N 1.0791 -1.1629 0.1758  0.8064
N 0.7431 -2.3648 0.5742  -1.0954
C -0.5569 -2.4424 0.6378  -0.7210
C -1.1683 -1.2377 0.2824  -0.2222
C -2.4385 -0.7335 0.3790  0.2493
Cl -3.7794 -1.8331 0.6143  -0.2342
C -2.5862 0.6417 0.6330  -0.2019
C -1.5878 1.4439 0.9083  -0.9466
C -0.0433 1.0143 0.8922  0.1193
N 0.7375 2.0961 0.3533  -0.6510
C 0.9779 2.1632 -0.9153  -0.1366
C 0.6022 1.2301 -1.9288  -0.5669
C 0.1520 0.0303 -1.4847  -0.7583
C -0.0229 -0.3388 -0.0313  1.2176
H 2.8886 -0.6719 1.1858  0.2829
H 2.8643 -1.6790 -0.3003  0.3588
H 2.7951 0.0771 -0.3682  0.3477
H -0.9544 -3.3963 0.8746  0.5638
H -3.4883 1.1796 0.6338  0.4138
H -1.8088 2.4740 1.1170  0.3797
H 0.3720 0.7904 1.8302  0.4640
H 1.7294 2.9244 -1.2451  0.3544
H 0.8566 1.3794 -2.9033  0.4899
H 0.0982 -0.8086 -2.1546  0.3902

Forces on the atoms, in the same order (eV/Å):
-2.627 -2.274 -3.726
2.878 0.689 1.029
-0.150 -0.944 0.313
1.000 -1.673 -0.391
-2.272 1.569 0.051
1.450 -2.594 0.129
0.196 0.342 0.008
-0.324 0.999 -0.405
3.223 0.312 0.420
-2.573 -0.689 -3.080
0.665 0.362 -1.306
1.030 1.303 1.487
-1.322 -2.570 3.125
-0.222 1.070 -0.865
-0.172 3.702 0.307
0.961 0.140 2.875
1.198 0.491 0.647
-0.423 0.333 -0.169
-0.640 -0.402 0.283
-1.625 -0.158 -0.106
0.232 0.306 0.182
0.162 -0.330 1.603
-0.935 -0.167 0.441
0.596 0.438 -2.542
-0.307 -0.254 -0.312

***

# 4
Here is C4H4ClNO2 in the gas phase in a non-equilibrium geometry from the OMol25 dataset. Energies are from ωB97M-V/def2-TZVPD.

Properties
- 2S+1 = 1
- total charge = 0
- gap between HOMO and LUMO (eV) = 10.8
- energy above the lowest of the compared OMol25 structures with the same formula, charge and spin (eV) = 0.2632
- E_HOMO (eV) = -10.37
- structure (SMILES) = O=C1CCC(=O)N1Cl

Last column: Mulliken charge in e.
CARTESIAN COORDINATES (ANGSTROEM)
O 0.0795 2.2351 0.6098  -0.5066
C 0.4732 1.1444 0.3842  0.3421
C 1.9419 0.5937 0.4584  -0.4747
C 1.8435 -0.8821 0.1452  -0.2857
C 0.3612 -1.1138 -0.2580  0.3227
O -0.1335 -2.1151 -0.6919  -0.5593
N -0.3219 0.0668 -0.1184  0.0379
Cl -2.0309 0.0428 -0.2537  0.0082
H 2.4454 0.7736 1.3812  0.2900
H 2.5845 1.2372 -0.1661  0.2740
H 2.0600 -1.5513 0.9560  0.3216
H 2.4023 -1.0668 -0.7519  0.2299

Forces on the atoms, in the same order (eV/Å):
-0.320 0.735 0.259
0.801 -1.105 -0.241
-0.740 0.921 -0.130
-1.407 0.600 -1.190
0.753 -0.592 -0.371
0.203 -0.338 0.226
-0.225 0.792 0.681
1.015 0.428 0.060
-0.417 0.174 1.249
-0.533 -0.595 -0.572
0.384 -0.264 0.239
0.484 -0.755 -0.211